Below is an isolated molecule of C3H5N3OS at a distorted geometry, with properties calculated with ωB97M-V/def2-TZVPD.

HOMO level in eV: -9.39
DFT total energy in eV: -20543.5515
Relative energy (zero: lowest compared OMol25 entry of this formula, charge and spin) in kcal/mol: 48.6
Molecular weight in g mol⁻¹: 131.2
SMILES: [H]/N=C(/NC=O)NC=S
Net charge: 0

Bonds (Å) are listed after each position.
CARTESIAN COORDINATES (ANGSTROEM)
1 C -0.29 0.60 0.01  N9 1.317, N10 1.396, N11 1.397
2 C 2.18 0.01 -0.06  H6 1.114, N10 1.363, S13 1.723
3 C -1.95 -1.16 0.16  H8 1.280, N11 1.346, O12 1.293
4 H -0.69 2.55 0.14  N9 1.061
5 H 1.16 1.79 -0.06  N10 0.960
6 H 3.06 0.61 -0.38  C2 1.114
7 H -0.06 -1.57 -0.36  N11 1.082
8 H -2.75 -0.44 0.84  C3 1.280
9 N -1.14 1.59 0.02  C1 1.317, H4 1.061
10 N 1.09 0.83 -0.11  C1 1.396, C2 1.363, H5 0.960
11 N -0.70 -0.73 -0.12  C1 1.397, C3 1.346, H7 1.082
12 O -2.19 -2.38 -0.18  C3 1.293
13 S 2.30 -1.70 0.09  C2 1.723

Mulliken atomic charge list, values in e, 8 entries: 0.595 -0.076 0.138 0.190 0.133 0.309 0.176 0.257

Below is a 2-piece molecular cluster, C3H10N2O2 overall at a distorted geometry, with properties calculated with ωB97M-V/def2-TZVPD.

HOMO level in eV: -7.65
DFT total energy in eV: -10341.3939
Relative energy (zero: lowest compared OMol25 entry of this formula, charge and spin) in kcal/mol: 186.6
Molecular weight in g mol⁻¹: 106.1
Net charge: 0

Bonds (Å) are listed after each position.
CARTESIAN COORDINATES (ANGSTROEM)
1 O -0.90 -1.44 -0.74  C2 1.408, H11 0.967
2 C -1.50 -0.72 0.30  O1 1.408, N3 1.489, C6 1.449, H13 1.093
3 N -0.46 -0.39 1.31  C2 1.489, C4 1.481, H7 1.018
4 C 0.64 0.26 0.57  N3 1.481, N5 1.399, H8 1.121, H9 1.095
5 N 1.65 -0.67 0.32  C4 1.399, H10 1.021, H15 1.136
6 C -1.98 0.59 -0.11  C2 1.449, H12 1.089, H14 1.096
7 H -0.86 0.38 1.85  N3 1.018
8 H 0.30 0.77 -0.36  C4 1.121
9 H 1.06 1.07 1.18  C4 1.095
10 H 1.23 -1.42 -0.24  N5 1.021
11 H -1.42 -1.29 -1.54  O1 0.967
12 H -2.33 1.29 0.65  C6 1.089
13 H -2.23 -1.37 0.80  C2 1.093
14 H -1.79 1.01 -1.10  C6 1.096
15 H 2.37 -0.12 -0.37  N5 1.136
16 H 3.54 1.03 -1.47  O17 0.964
17 O 2.67 1.03 -1.06  H16 0.964

Mulliken atomic charge list, values in e, 8 entries: -0.487 0.079 -0.420 -0.285 -0.596 -0.599 0.321 0.205

Below is an isolated molecule of C18H21NO3 at a distorted geometry, with properties calculated with ωB97M-V/def2-TZVPD.

HOMO level in eV: -7.89
DFT total energy in eV: -26638.4858
Relative energy (zero: lowest compared OMol25 entry of this formula, charge and spin) in kcal/mol: 36.7
Molecular weight in g mol⁻¹: 299.4
SMILES: CCOc1ccc(CNCCc2ccc3c(c2)OCO3)cc1
Net charge: 0

Bonds (Å) are listed after each position.
CARTESIAN COORDINATES (ANGSTROEM)
1 C 5.68 1.71 -0.54  C2 1.526, H41 1.087, H42 1.087, H43 1.087
2 C 4.32 2.33 -0.86  C1 1.526, O3 1.412, H39 1.094, H40 1.097
3 O 3.38 2.14 0.17  C2 1.412, C4 1.362
4 C 2.78 0.93 0.33  O3 1.362, C5 1.390, C9 1.397
5 C 2.92 -0.17 -0.51  C4 1.390, C6 1.386, H38 1.079
6 C 2.23 -1.34 -0.25  C5 1.386, C7 1.386, H37 1.081
7 C 1.40 -1.46 0.86  C6 1.386, C8 1.392, C12 1.510
8 C 1.27 -0.36 1.70  C7 1.392, C9 1.378, H11 1.081
9 C 1.95 0.81 1.45  C4 1.397, C8 1.378, H10 1.079
10 H 1.85 1.67 2.10  C9 1.079
11 H 0.63 -0.43 2.57  C8 1.081
12 C 0.61 -2.72 1.13  C7 1.510, N13 1.455, H35 1.096, H36 1.093
13 N -0.81 -2.65 0.84  C12 1.455, H14 1.015, C15 1.444
14 H -1.23 -1.85 1.30  N13 1.015
15 C -1.20 -2.68 -0.55  N13 1.444, C16 1.547, H33 1.096, H34 1.093
16 C -1.13 -1.34 -1.32  C15 1.547, C17 1.501, H31 1.090, H32 1.092
17 C -2.09 -0.34 -0.73  C16 1.501, C18 1.387, C22 1.400
18 C -1.64 0.69 0.08  C17 1.387, C19 1.394, H30 1.080
19 C -2.50 1.60 0.68  C18 1.394, C20 1.372, H29 1.077
20 C -3.84 1.44 0.43  C19 1.372, C21 1.396, O26 1.373
21 C -4.31 0.42 -0.39  C20 1.396, C22 1.371, O24 1.372
22 C -3.46 -0.48 -0.98  C17 1.400, C21 1.371, H23 1.078
23 H -3.84 -1.27 -1.62  C22 1.078
24 O -5.68 0.49 -0.48  C21 1.372, C25 1.411
25 C -6.06 1.59 0.31  O24 1.411, O26 1.410, H27 1.102, H28 1.102
26 O -4.91 2.18 0.88  C20 1.373, C25 1.410
27 H -6.58 2.34 -0.31  C25 1.102
28 H -6.73 1.26 1.11  C25 1.102
29 H -2.14 2.39 1.31  C19 1.077
30 H -0.58 0.79 0.26  C18 1.080
31 H -0.12 -0.94 -1.28  C16 1.090
32 H -1.39 -1.53 -2.36  C16 1.092
33 H -2.24 -3.03 -0.58  C15 1.096
34 H -0.58 -3.42 -1.06  C15 1.093
35 H 0.70 -2.97 2.19  C12 1.096
36 H 1.02 -3.55 0.55  C12 1.093
37 H 2.35 -2.18 -0.91  C6 1.081
38 H 3.55 -0.13 -1.39  C5 1.079
39 H 4.43 3.42 -0.94  C2 1.094
40 H 3.94 1.95 -1.82  C2 1.097
41 H 5.60 0.63 -0.43  C1 1.087
42 H 6.38 1.92 -1.34  C1 1.087
43 H 6.06 2.12 0.39  C1 1.087

Mulliken atomic charge list, values in e, 8 entries: -1.037 -0.429 -0.463 0.785 -0.154 -0.938 0.668 -0.295